235
Properties=species:S:1:pos:R:3:forces:R:3 method="wB97M-V/def2-TZVPD" e_homo_ev=-14.21 largest_force_ev_per_a=4.69 total_charge=+3 spin_multiplicity=1 lumo_ha=-0.1782 homo_lumo_gap_ev=9.4
As 22.642129 14.545944 19.140417 -0.93 2.03 -2.28
As 26.682454 20.184782 19.024920 -0.77 -1.17 -0.58
As 23.413520 21.756911 13.779733 -4.16 -1.82 1.19
As 18.686002 18.476059 14.001806 -0.34 -1.84 3.29
As 28.782981 16.006987 14.630273 -0.61 1.10 0.98
F 28.367492 16.998769 13.292783 -0.32 0.59 -0.53
F 25.217140 20.781225 19.722203 -0.86 0.80 0.26
F 23.363343 14.086056 17.568945 0.17 0.55 0.23
F 17.294571 17.744634 14.782177 0.00 -0.06 -1.24
F 21.800498 13.038011 18.960679 -0.52 -0.76 0.03
F 27.106163 15.447304 14.655935 0.03 -0.40 0.18
F 29.227924 14.786043 13.571137 0.20 -1.22 -0.82
F 21.320158 15.324030 18.308653 0.46 -0.05 0.18
F 22.605677 22.127300 12.285908 -0.04 -0.08 0.41
F 22.868220 20.092105 13.702243 -0.31 -0.36 -0.65
F 26.238418 20.870291 17.492218 0.12 -0.26 0.15
F 19.620469 17.284829 14.904108 0.25 -0.04 -0.08
F 18.640750 19.544445 15.399554 -0.08 0.43 0.24
F 27.444881 21.653077 19.447044 0.73 0.51 0.09
F 20.171150 19.266977 13.719720 1.32 0.44 -1.41
F 24.137343 21.223959 15.234556 1.25 0.27 0.81
F 29.186314 14.955689 15.964610 -0.21 -0.09 0.15
F 21.908218 14.768617 20.658549 -0.17 0.69 0.19
F 23.588125 16.115401 19.032453 -1.10 -1.73 0.45
F 30.337882 16.673747 14.656908 0.95 0.12 0.05
F 17.813160 19.542702 13.065653 -0.98 1.33 -0.81
F 24.752509 21.268067 12.884940 1.81 -0.26 -1.12
F 27.000869 19.590700 20.623659 0.57 -0.38 0.45
F 21.959759 22.041423 14.744081 0.14 0.37 -0.56
F 18.772663 17.441999 12.615638 0.16 -0.16 0.08
F 28.077567 19.389353 18.386315 -0.22 0.63 0.21
F 23.912049 13.797749 19.886980 2.22 -1.01 1.05
F 28.274204 17.258749 15.761006 0.19 -0.47 -0.04
F 25.742721 18.743301 18.663226 0.19 -0.15 -0.14
F 23.905527 23.317356 14.002633 1.07 1.98 0.03
O 25.528291 12.338040 16.118185 -0.07 -0.58 0.18
O 21.167560 18.319570 18.917545 1.11 0.32 -1.70
O 19.436235 24.966325 17.284857 0.40 1.24 -0.23
O 18.047471 12.461370 20.244987 1.03 0.10 1.49
O 25.409775 17.448540 15.835155 0.17 0.34 -0.54
O 24.471119 19.924987 23.101152 -0.83 -0.35 -0.90
O 13.535838 12.016392 17.956322 -0.72 -0.55 0.52
O 24.712523 18.581454 10.513892 0.94 0.98 0.07
O 29.056349 23.196738 11.862756 1.92 -1.64 -0.46
O 25.259985 24.214091 23.064711 -0.74 0.04 -0.22
O 28.550883 14.682062 19.988238 -0.77 -0.25 -0.76
O 28.978222 20.150911 14.294053 1.11 1.28 1.02
O 23.149818 10.163406 18.819348 0.89 0.17 -0.04
O 16.137286 24.997025 17.066512 -0.05 0.19 1.18
O 20.565993 12.958087 14.534950 -0.42 1.10 -0.23
O 21.848112 21.020535 9.503542 -0.85 0.73 0.25
N 23.276863 18.178182 17.171592 1.54 0.53 -0.36
N 27.157649 22.205776 13.714122 -1.22 0.11 1.49
N 26.252797 21.638477 22.711026 0.20 -0.98 0.02
N 15.892887 12.005714 19.102666 -1.59 -0.47 -2.09
N 21.849693 11.399729 16.394779 0.97 -1.49 0.48
N 18.021991 24.037456 15.463625 0.02 -1.18 0.09
N 22.024832 19.124021 11.404724 -0.23 1.14 0.05
N 26.357978 13.907844 18.184881 0.74 -0.23 -0.19
C 29.947832 14.638357 20.222804 0.09 -0.04 0.89
C 22.729318 17.863215 11.732421 -0.17 -1.29 -0.24
C 27.453742 21.729170 15.158924 -2.26 -0.08 -0.68
C 25.839539 18.415269 11.381266 -0.72 1.41 -0.03
C 26.730396 20.471381 23.580983 -0.72 1.40 0.03
C 22.567009 12.279729 15.424389 -0.94 0.88 0.75
C 17.960414 13.280301 19.120957 0.26 0.10 -0.36
C 19.862824 18.094720 19.409664 1.63 0.18 1.02
C 23.859123 17.532546 10.685843 -1.96 -0.71 -0.23
C 21.691052 13.489395 15.205174 0.07 0.80 0.28
C 24.264966 16.766953 15.420502 -0.82 -0.46 0.64
C 30.359934 19.642819 14.281595 -1.16 0.76 -0.54
C 28.810152 21.162946 15.289956 0.41 -0.64 1.12
C 23.596585 18.948494 22.459747 0.46 0.49 -0.20
C 24.146922 10.152829 19.853830 -0.62 -1.03 0.81
C 19.619706 25.609601 18.569478 -0.54 0.37 -0.97
C 19.669373 14.015008 14.068086 1.72 0.11 1.02
C 19.299763 12.638967 20.997093 -2.64 -0.61 1.10
C 21.828728 22.358315 8.955557 1.09 -0.77 -0.71
C 25.879734 12.461645 14.725872 -0.83 -0.97 -0.15
C 29.895738 23.703203 10.846661 1.26 -0.36 -1.28
C 24.340756 25.229130 22.623240 0.78 0.53 1.24
C 27.978936 23.941927 12.131837 -1.40 2.81 0.68
C 13.513145 12.390639 19.324805 -1.13 1.32 -0.54
C 22.579731 10.061599 16.548203 -0.50 1.15 1.68
C 21.290601 19.370286 17.909059 -1.21 0.54 2.10
C 19.680644 23.566362 17.170715 0.10 0.60 1.95
C 26.322643 24.006456 22.198979 0.04 0.63 -1.37
C 23.728292 10.135373 17.517900 -2.16 0.47 0.54
C 19.275752 23.201501 15.756759 0.23 -0.25 -0.55
C 15.175427 25.746559 17.814572 -0.19 0.44 -0.16
C 12.296030 11.459464 17.401502 1.12 1.02 -0.62
C 26.765631 15.367020 18.432454 -0.38 -1.30 1.46
C 27.533504 23.640476 13.553315 -1.06 -0.19 -0.80
C 22.724626 19.535908 17.534490 -0.45 -1.37 0.19
C 28.184959 15.525209 18.881769 1.28 0.02 0.37
C 20.913601 19.063990 10.391232 -0.24 0.41 -0.31
C 15.585839 24.159505 16.107256 0.47 0.33 -1.16
C 26.600609 11.841879 16.909555 0.18 0.10 -0.29
C 25.906043 18.359815 14.815287 -1.32 1.12 1.16
C 16.997194 12.507527 18.248073 -1.42 2.69 -0.02
C 23.038938 17.684441 15.770927 0.71 -0.46 0.32
C 16.742211 23.277149 15.637411 -0.47 -0.89 0.25
C 25.735416 19.357330 23.418923 -0.88 0.11 0.12
C 20.591615 20.508721 9.884170 -0.08 -1.48 0.83
C 27.115138 22.871713 22.755221 -0.06 -0.45 0.60
C 27.342660 13.034376 17.439429 0.03 0.36 0.98
C 14.831287 13.005090 19.564027 2.58 0.07 0.42
H 20.966737 20.268993 18.476536 0.18 0.09 -0.68
H 25.243876 21.798397 22.979139 1.22 0.10 -0.31
H 26.654332 17.848089 14.275258 0.71 -0.17 -0.69
H 14.443626 25.091286 18.324745 0.52 0.20 -0.09
H 22.869093 22.717885 9.142760 -1.01 0.07 -0.28
H 25.085301 18.737807 14.143015 0.51 -0.47 0.86
H 16.881219 22.499816 16.409052 0.37 0.42 -0.33
H 17.646526 14.335075 19.358575 0.37 -0.88 -0.27
H 25.566704 13.919039 17.556199 -0.82 0.15 -0.06
H 24.334152 18.215151 17.243152 -0.84 0.09 0.03
H 19.884536 20.411373 9.047344 0.20 0.09 0.03
H 18.742312 13.543053 13.889188 -1.00 -0.24 -0.36
H 26.301967 19.249688 15.354591 -0.12 -1.02 -0.40
H 26.184466 13.499533 14.541000 0.34 -0.57 -0.37
H 24.320322 9.257999 17.341891 0.72 -0.41 0.11
H 20.090140 14.504897 13.194420 -0.07 -0.20 -0.35
H 23.428444 25.010498 23.221679 0.25 0.27 -1.16
H 27.298415 11.301846 16.277838 0.15 -0.29 -0.04
H 28.283973 23.727774 14.302236 0.91 0.85 0.19
H 26.057818 13.394077 19.030491 0.22 0.75 -0.24
H 13.194735 11.588863 19.992718 0.13 0.01 0.05
H 30.781118 22.993326 10.688469 -1.52 0.82 0.30
H 27.127889 23.841944 11.437603 0.07 -0.51 -0.07
H 21.080069 23.001062 9.411999 0.03 -0.03 0.26
H 24.960902 12.186450 14.137913 0.83 0.52 0.43
H 23.878400 18.700533 21.404441 0.01 0.49 0.83
H 20.911542 11.230687 16.066319 -0.44 0.00 -0.45
H 19.186512 18.027365 18.617139 -1.34 -0.29 -1.28
H 16.533719 22.762802 14.705874 -0.15 -0.07 -0.09
H 11.385187 11.799726 17.890231 0.19 0.58 -0.11
H 12.419300 11.749392 16.349128 -0.80 -0.05 0.34
H 15.293790 11.413590 18.445547 0.86 0.31 0.98
H 16.357328 11.462211 19.826816 -0.34 0.02 0.46
H 30.309933 15.620722 20.494720 0.13 0.46 0.08
H 28.828682 15.326230 18.001514 -0.08 0.16 0.62
H 14.755660 23.539597 16.443494 0.05 -0.19 0.33
H 27.771595 13.616352 16.627983 0.00 0.07 0.05
H 23.047820 17.938624 12.781683 0.35 0.12 -0.51
H 22.781337 19.762655 11.073093 -0.69 -0.03 0.00
H 27.746011 20.211233 23.406051 0.73 -0.36 -1.10
H 22.099925 17.156309 15.716599 -0.41 -0.04 -0.02
H 22.988852 17.479625 17.848877 -0.29 -0.10 0.44
H 14.611569 26.415310 17.144218 0.13 -0.19 0.09
H 20.041989 21.015358 10.713617 0.73 0.37 -0.49
H 30.138914 13.979719 21.091332 -0.30 0.23 -0.55
H 19.099079 24.986288 19.261029 -0.46 -0.09 0.99
H 24.306709 25.283820 21.510052 -0.57 -0.30 0.81
H 23.192390 19.894177 18.419676 1.12 0.02 0.54
H 26.605231 11.637444 14.535727 -0.13 1.11 -0.42
H 29.578083 21.969170 15.308304 -0.05 -0.65 -0.42
H 24.199743 11.054978 17.248899 1.08 0.49 0.32
H 21.746429 11.796338 17.340712 0.37 0.43 -0.13
H 18.954191 23.078859 17.854507 0.46 -0.13 -0.03
H 21.599215 19.578742 12.254411 0.75 -0.69 -0.58
H 26.228647 21.268514 21.740854 -0.13 0.29 0.33
H 22.994719 9.794050 15.644527 0.38 -0.53 -2.33
H 23.626011 9.851893 20.811422 0.48 0.80 -1.03
H 19.614268 14.799961 14.831749 -0.35 -0.20 0.01
H 28.750398 20.741707 16.339883 0.59 0.11 -0.94
H 20.063878 23.353160 14.997844 -0.52 0.40 0.39
H 27.274679 22.580558 15.845738 -0.02 -0.63 -0.40
H 28.314080 16.579702 19.189506 -0.02 -0.23 -0.36
H 23.411243 17.270980 9.670789 0.32 0.27 1.31
H 30.546880 14.303186 19.382983 -0.16 -0.24 -0.43
H 12.278647 10.400160 17.444868 0.33 -1.13 0.26
H 24.192792 15.777135 15.949074 0.08 0.98 0.04
H 26.906265 24.910211 22.003441 0.47 0.10 0.72
H 19.237401 26.682546 18.581819 0.18 -1.64 -0.46
H 27.790466 21.664470 13.175401 0.83 -0.98 -1.11
H 24.397182 16.655152 11.068321 -0.27 -0.13 -0.17
H 23.642768 18.066114 23.053386 0.10 -1.03 0.37
H 30.564322 19.071751 15.170497 -0.21 -0.68 0.09
H 25.992226 23.810983 21.153101 -0.22 -0.54 0.44
H 20.734216 23.339008 17.543783 -1.23 -0.11 -1.07
H 20.053932 18.571800 10.892216 0.49 0.31 -0.45
H 15.194035 24.773519 15.294839 -0.12 0.04 -0.31
H 26.012318 15.756135 19.118232 0.14 0.00 0.02
H 25.525749 18.415975 12.410591 -0.16 -0.21 0.24
H 17.986067 24.790767 16.151017 0.37 0.56 0.33
H 20.649008 19.291933 17.049249 -0.59 -0.71 -0.36
H 18.094545 24.440397 14.540557 -0.11 0.14 -0.27
H 15.730104 26.385024 18.520096 -0.26 -0.49 -0.19
H 26.667812 24.252583 13.786282 -0.07 0.02 0.28
H 26.690788 15.861219 17.504614 -0.28 0.66 -1.27
H 23.515920 12.501433 15.860411 0.48 0.18 0.08
H 24.838191 9.310541 19.675860 0.08 0.46 -0.10
H 21.256470 18.499729 9.526158 0.05 -0.24 0.17
H 24.691793 11.111582 19.960471 -0.39 -0.41 -0.09
H 12.924461 13.314374 19.463627 -0.93 -0.76 0.07
H 22.232087 14.300183 14.655831 -0.31 -0.75 -0.15
H 20.657438 25.659866 18.828233 0.77 -0.12 0.10
H 26.815814 20.848793 24.575621 -0.64 0.44 0.88
H 21.883099 9.351033 16.905286 -0.85 -0.82 0.15
H 26.717554 20.912628 15.345642 0.54 1.14 -0.10
H 30.348849 24.682399 11.129595 -0.56 -0.48 -0.11
H 26.247148 11.119240 17.667443 -0.08 0.60 -0.13
H 28.104634 12.762703 18.156740 0.37 -0.05 0.01
H 22.553066 19.261469 22.516370 0.29 0.51 -0.11
H 14.947616 13.928098 18.967391 -0.01 -0.64 0.01
H 19.597842 18.935122 20.054621 -0.30 -0.12 0.26
H 15.078359 13.279744 20.588726 -0.37 -0.17 0.10
H 26.158458 21.953151 13.444224 1.62 0.50 0.23
H 25.599326 18.792161 24.323041 0.36 -0.34 0.62
H 26.042510 18.695590 22.647259 0.32 -0.60 -0.84
H 24.734257 26.206326 23.002374 -0.35 -0.53 -0.47
H 21.636366 22.293579 7.854415 0.15 0.15 0.84
H 22.024774 17.021397 11.704312 -0.12 0.32 -0.01
H 31.103830 20.443658 14.278393 -0.28 0.32 -0.31
H 22.643544 11.734974 14.499763 0.12 -0.29 -0.30
H 16.561455 13.103303 17.410477 0.35 -0.49 0.63
H 23.011662 18.585845 15.178707 -0.03 0.01 -0.46
H 19.952428 17.147712 19.958896 -0.38 0.38 -0.02
H 27.389553 23.049001 23.810217 -0.19 -0.02 -0.48
H 26.494316 19.262284 11.267295 0.29 0.22 -0.33
H 18.990704 22.145272 15.672933 0.09 0.20 0.09
H 28.009336 22.671392 22.179941 0.14 -0.09 -0.13
H 19.335148 11.799879 21.697301 0.15 0.14 -0.26
H 18.929570 13.220970 18.602072 -0.14 0.81 0.00
H 20.078016 12.645286 20.320703 1.81 -0.13 -1.25
H 22.888631 20.225047 16.725098 -0.02 0.15 -0.33
H 21.406729 14.005572 16.162504 0.09 -0.65 -0.57
H 19.286833 13.554897 21.569879 -0.12 0.39 0.05
H 26.316221 17.512214 11.134310 0.94 -1.16 -0.22
H 30.354814 19.109662 13.337064 0.57 -0.47 0.32
H 29.324115 23.799102 9.878517 0.63 -0.02 0.87
H 24.312202 16.456746 14.371397 -0.16 0.46 -0.18
H 28.208672 25.048974 12.034929 -0.13 -0.86 0.48
H 17.484334 11.667308 17.891305 0.92 -1.69 -0.88